--- w ---
C21H21N3O4 | ωB97M-V/def2-TZVPD

- orbital gap (eV) = 9.3
- LUMO (eV) = 0.066
- SMILES = CC(C)[C@H](NC(=O)c1ccccc1)C(=O)OCc1nnc(-c2ccccc2)o1

Structure (ORCA input):
```
! wB97M-V def2-TZVPD RIJCOSX def2/J DEFGRID3
* xyz 0 1
C 2.55 1.92 -1.74
H 1.63 1.62 -2.23
H 2.91 1.10 -1.12
H 3.29 2.13 -2.51
C 2.32 3.17 -0.89
C 3.59 3.56 -0.15
H 3.45 4.49 0.40
H 4.41 3.70 -0.86
H 3.87 2.78 0.55
H 2.01 3.99 -1.55
C 1.18 2.95 0.12
N 1.32 1.72 0.87
C 1.53 1.72 2.20
O 1.76 2.74 2.82
C 1.46 0.38 2.87
C 1.36 0.37 4.25
C 1.28 -0.82 4.95
C 1.31 -2.02 4.26
C 1.43 -2.02 2.88
C 1.51 -0.83 2.18
H 1.61 -0.86 1.11
H 1.47 -2.96 2.34
H 1.25 -2.96 4.79
H 1.19 -0.82 6.02
H 1.34 1.32 4.77
H 0.94 0.89 0.42
C -0.17 2.89 -0.56
O -0.40 3.10 -1.72
O -1.13 2.51 0.32
C -2.27 1.91 -0.25
C -1.90 0.53 -0.67
N -0.73 0.00 -0.57
N -0.81 -1.25 -1.06
C -2.04 -1.42 -1.45
C -2.60 -2.61 -2.05
C -1.78 -3.72 -2.26
C -2.30 -4.86 -2.83
C -3.64 -4.91 -3.19
C -4.46 -3.81 -2.98
C -3.94 -2.66 -2.41
H -4.57 -1.80 -2.25
H -5.50 -3.84 -3.27
H -4.05 -5.80 -3.64
H -1.67 -5.72 -3.00
H -0.74 -3.66 -1.97
O -2.79 -0.31 -1.22
H -2.63 2.49 -1.12
H -3.05 1.89 0.52
H 1.18 3.76 0.86
*
```


--- x ---
C21H21N3O4 | ωB97M-V/def2-TZVPD

- orbital gap (eV) = 9.0
- LUMO (eV) = 0.677
- SMILES = Cc1ccc(-c2noc(CN(C(=O)c3ccc4c(c3)OCO4)C(C)C)n2)cc1

Structure (ORCA input):
```
! wB97M-V def2-TZVPD RIJCOSX def2/J DEFGRID3
* xyz 0 1
C 0.23 5.03 5.37
C 0.38 4.00 4.30
C 0.01 4.27 2.99
C 0.13 3.31 2.00
C 0.63 2.05 2.32
C 1.00 1.77 3.63
C 0.88 2.73 4.61
H 1.17 2.51 5.62
H 1.39 0.79 3.86
C 0.76 1.05 1.29
N 1.22 -0.16 1.48
O 1.18 -0.77 0.26
C 0.68 0.13 -0.59
N 0.40 1.26 -0.02
C 0.47 -0.21 -2.03
N 1.09 -1.46 -2.41
C 0.55 -2.67 -2.10
O 1.10 -3.72 -2.34
C -0.81 -2.62 -1.45
C -0.92 -2.92 -0.10
C -2.16 -2.93 0.54
C -3.27 -2.66 -0.24
C -3.15 -2.39 -1.60
C -1.94 -2.37 -2.24
H -1.86 -2.17 -3.29
O -4.40 -2.17 -2.13
C -5.30 -2.33 -1.05
O -4.59 -2.62 0.13
H -6.00 -3.16 -1.27
H -5.88 -1.40 -0.92
H -2.26 -3.15 1.59
H -0.03 -3.13 0.47
C 2.42 -1.41 -3.01
C 2.37 -0.79 -4.40
H 2.17 0.28 -4.36
H 3.33 -0.93 -4.89
H 1.61 -1.27 -5.01
C 3.42 -0.71 -2.10
H 4.42 -0.80 -2.52
H 3.19 0.35 -2.00
H 3.42 -1.16 -1.11
H 2.71 -2.47 -3.10
H -0.62 -0.26 -2.20
H 0.86 0.60 -2.64
H -0.16 3.52 0.99
H -0.38 5.25 2.74
H 1.02 4.94 6.11
H 0.25 6.04 4.95
H -0.72 4.90 5.88
*
```


Most stable to least stable: w, x